The following is a quantum chemistry calculation of C5H11NS in the gas phase at a distorted geometry, from the Open Molecules 2025 dataset.

Output
M (Da): 117.2
Structure (SMILES): NC[C@@H]1CCCS1
Multiplicity: 1
LUMO energy (eV): 0.844
Largest force on an atom (eV Å⁻¹): 3.0
Orbital gap (eV): 9.54
HOMO (eV): -8.69
ΔE to the lowest compared entry with this formula, charge and spin (kJ/mol): 36.0

Element x y z (Å)
1 C -1.19827 0.00337 -1.41145
2 C 0.25415 -0.38511 -1.01231
3 C 0.45023 -1.33659 0.20085
4 C 0.49945 -0.43152 1.49919
5 C 1.19052 0.93911 1.14462
6 H -1.80458 0.98827 0.19795
7 H -0.96712 1.79397 -0.98183
8 H -1.06940 0.09668 -2.53681
9 H -1.81506 -0.89278 -1.21525
10 H 0.62111 -0.86605 -1.94786
11 H 1.42390 -1.81775 0.18227
12 H -0.31695 -2.13894 0.12954
13 H 1.06719 -0.90389 2.24455
14 H -0.53267 -0.21535 1.90053
15 H 0.57256 1.81042 1.40035
16 H 2.16106 1.07548 1.67126
17 N -1.83365 1.17903 -0.80386
18 S 1.29753 1.10164 -0.66174

Atomic forces in eV per Å
-0.1 -1.4 -1.0
0.6 -0.3 -0.1
-0.3 1.2 0.2
-1.7 1.0 -1.5
-0.5 0.1 0.4
-0.2 0.3 0.0
-2.0 0.1 0.9
-0.9 0.4 1.2
0.1 0.3 -0.3
0.3 0.2 0.8
0.1 -0.1 -0.5
0.3 0.6 0.6
0.6 -0.7 1.1
1.0 -0.3 -0.4
0.1 -0.5 0.5
-0.5 -0.3 -0.7
2.8 0.3 -0.9
0.4 -0.9 -0.5